# 1
This record from the Open Molecules 2025 dataset describes a molecular structure, C36H62BKN7O3PS3SiTe in a non-equilibrium geometry. The level of theory is the ωB97M-V functional and the def2-TZVPD basis.

Last column: Mulliken charge in e.
Positions of all 116 atoms, in Å:
H1 -4.53044 -1.97551 -5.49136  0.419
P1 -0.35171 -3.01699 3.90695  0.356
H2 -0.34137 2.85752 -4.39503  -0.444
C1 2.20029 -0.28615 -1.57349  1.164
H3 -4.11343 -0.87281 -6.83337  0.395
H4 4.93998 0.68277 5.18117  0.272
C2 -1.97562 0.37525 -5.70012  -1.166
H5 0.96171 -3.17480 6.14845  0.287
H6 -2.96860 -1.30213 4.79834  0.051
C3 -2.47688 3.31131 0.91348  -0.916
K1 0.59930 -1.55460 1.00636  1.195
H7 6.42059 -2.89504 3.36886  0.280
C4 3.36277 -1.69810 3.55017  0.090
H8 -3.10592 4.10609 1.30034  0.124
H9 5.54339 0.22964 -2.74850  0.358
C5 1.71363 3.37763 -3.87092  2.754
S1 0.75846 0.97633 2.02756  -0.359
H10 -4.85622 3.12936 -1.63277  0.310
H11 -3.15924 -3.16194 -4.16895  0.287
H12 3.52687 -3.12805 6.50729  0.191
H13 -1.16346 -0.30380 -6.04310  0.405
O1 -0.61671 -3.21648 2.20382  -0.338
C6 3.41086 0.29940 -2.26591  0.119
H14 2.82400 -3.33266 -0.02082  0.223
C7 -2.34447 -2.99092 -2.31899  0.961
Te1 0.07304 -0.81731 4.26974  -0.067
H15 3.28958 3.04327 -5.37288  0.430
C8 -2.47587 5.63159 -1.07578  -1.678
H16 -4.98655 4.89421 -1.97479  0.458
N1 -0.95115 1.25616 -0.20397  0.708
H17 -2.93169 -2.12980 -6.32999  0.423
H18 -0.90099 -0.98054 2.61208  0.120
N2 -1.16583 -0.81382 -1.63132  0.386
C9 5.98313 -3.10324 4.34978  -0.998
H19 2.41638 -4.08388 5.71550  0.073
H20 4.10228 1.84780 -3.48011  0.307
C10 -2.96143 4.21438 -1.47193  2.400
C11 1.33478 4.51144 -2.89638  -1.363
S2 1.72587 -1.91327 -1.50134  -0.439
H21 0.87070 2.33580 -5.60665  0.426
H22 -2.39912 1.80073 3.71786  0.102
H23 -2.86973 3.02398 -3.31129  -0.380
Si1 4.74872 -1.76913 4.82285  -0.079
H24 -0.35445 -5.35797 6.17501  0.244
C12 -2.44661 -1.07558 -3.71312  -0.191
C13 2.97236 3.82810 -4.65062  -2.306
H25 -3.60238 -1.57888 6.46627  0.355
H26 -2.67753 3.56302 3.49507  0.335
H27 6.06602 0.13716 3.92428  0.261
C14 -3.69348 -1.41245 -5.95646  -2.277
H28 2.85910 -3.46037 1.66052  0.119
C15 1.91168 2.08976 -3.06339  -0.302
C16 4.04103 -2.16229 6.51745  -0.866
H29 -4.81374 4.32583 -0.28456  0.295
H30 -1.52523 4.16892 -3.11082  -0.104
H31 -1.53638 1.13786 -5.03323  -0.135
C17 3.24802 1.42591 -2.97116  -0.773
N3 1.02377 0.46592 -1.70098  0.954
C18 -1.57081 -2.39420 -1.26928  0.031
H32 -3.07118 -5.03462 -2.86036  0.340
N4 -1.60398 2.16400 -1.02662  -0.151
H33 -2.39763 0.89734 -6.58585  0.424
H34 3.81382 4.05074 -3.96172  0.413
H35 1.10875 5.44976 -3.44754  0.365
H36 1.03470 -5.36484 7.32539  0.356
H37 -1.36901 5.70442 -1.16849  0.225
C19 -2.65817 -2.52978 -3.44347  -0.916
C20 -4.49443 4.13886 -1.33111  -1.770
C21 -2.58310 -4.53382 -2.01709  -1.739
C22 5.63373 -0.11425 4.89734  -0.984
C23 -2.60031 4.03016 -2.95676  -0.777
H38 -1.63935 -5.08854 -1.83981  0.368
H39 -2.74924 5.88851 -0.03215  0.317
H40 -1.00164 2.95239 3.71430  0.232
C24 -3.06041 -0.41566 -4.95450  2.551
H41 -3.23357 -4.63028 -1.11816  0.319
H42 -4.15693 -2.62752 5.10295  0.281
C25 -4.18777 0.52496 -4.48481  -1.294
H43 2.76423 4.75400 -5.22989  0.398
O2 1.01690 -4.06611 4.22455  -0.354
H44 6.79415 -3.15430 5.08244  0.289
H45 -3.81951 1.23453 -3.73221  -0.179
H46 -4.99816 -0.05767 -3.99673  0.406
H47 1.16354 -6.23917 5.74922  0.298
H48 5.09819 -0.37838 -1.11849  0.235
N5 0.90086 1.58099 -2.42463  -0.786
B1 0.19273 0.35294 -0.72584  -0.929
H49 0.46089 4.23791 -2.27709  -0.042
H50 6.44199 -0.14305 5.63401  0.275
H51 -2.93010 6.40381 -1.73225  0.456
H52 -3.12240 4.77211 -3.59158  0.540
H53 4.73429 -1.36750 -2.59089  0.262
H54 3.56933 -2.13271 0.90062  0.126
H55 -1.30315 -2.51895 6.30240  0.171
C26 4.77344 -0.33897 -2.18056  -1.462
C27 -3.28947 -2.07684 5.52442  -0.932
H56 -2.49830 -3.79840 6.54710  0.371
H57 -4.62430 1.09097 -5.33571  0.375
C28 -0.91056 1.43592 1.23135  -0.062
C29 -2.14855 -3.04537 5.81001  -0.062
N6 2.75678 -2.78812 0.86785  -0.793
H58 0.39280 4.07264 -5.48814  0.429
C30 -1.83194 2.51494 1.77304  0.299
C31 -1.98618 2.72272 3.25736  -1.238
N7 -1.78134 -0.35900 -2.85204  -0.150
C32 1.31177 -4.07920 5.60394  0.264
H59 4.83743 -2.20640 7.26627  0.368
C33 0.59261 3.14996 -4.90120  -0.971
S3 -0.54573 -3.79219 -0.37805  -0.365
H60 3.32431 -1.39498 6.82479  0.207
H61 5.49716 -4.08258 4.30829  0.290
C34 0.75132 -5.33892 6.25217  -1.317
O3 -1.78541 -3.72913 4.63132  -0.399
C35 2.48498 -1.65311 2.74414  -0.948
C36 -2.30447 3.16243 -0.56043  0.425
H62 2.17432 4.70888 -2.19692  0.460

Computed properties:
spin multiplicity: 1
HOMO (alpha / beta): -0.13 / -0.67 eV
largest force on an atom: 10.823 eV/Å
charge: -2
HOMO-LUMO gap (alpha / beta): 4.04 / 4.57 eV



# 2
This record from the Open Molecules 2025 dataset describes a molecular structure, C36H62BrN3NaSi. The level of theory is the ωB97M-V functional and the def2-TZVPD basis.

Last column: Mulliken charge in e.
Positions of all 104 atoms, in Å:
Si1 -3.20290 -2.97530 3.10340  -1.446
H1 -2.56230 -0.67380 4.87520  0.299
H2 -5.00450 -2.26200 0.81870  0.262
H3 1.55560 -0.66910 -3.64650  0.412
H4 -3.24930 -5.36620 5.00390  0.322
H5 -0.65470 4.24400 -3.15220  0.379
C1 -4.22170 -4.03020 1.80320  2.529
H6 -2.47830 -0.12290 -3.36210  0.202
Br1 -2.05830 -1.50110 1.79830  0.262
C2 1.53060 1.74250 2.77600  0.033
H7 -0.97810 -2.37110 5.21510  0.299
H8 -3.69870 1.77330 1.64490  0.366
Na1 -0.10900 0.62980 0.25240  0.551
H9 -3.57170 -0.69720 -1.06850  0.149
C3 -2.13530 1.59770 -2.10160  -0.095
H10 -5.44140 -5.07040 3.27490  0.325
H11 0.10870 -3.72440 4.94400  0.554
C4 -2.49670 0.97030 -3.41720  -1.431
H12 -3.51120 1.25460 -3.71400  0.433
H13 2.41230 -3.12530 1.10180  0.450
H14 -0.15440 2.66440 -3.74400  0.340
C5 0.74120 -3.14930 -0.23770  0.057
H15 -2.04550 1.89640 2.26240  0.039
H16 -2.94050 -3.52290 0.13560  0.107
C6 0.46390 -2.06830 -2.44560  -0.975
H17 -0.30760 4.85400 -0.48000  0.405
H18 6.36570 3.84340 -0.21800  0.374
C7 -0.27370 3.26520 -2.84120  -1.788
H19 0.66180 1.24300 3.20740  0.379
C8 4.83680 2.38000 -0.63510  -0.923
C9 2.16830 2.69790 3.58240  -1.054
H20 -1.96550 -5.82130 2.84300  0.365
H21 -5.04220 -3.42570 5.58220  0.322
N1 -0.02770 -2.28620 -1.10300  0.407
H22 1.57880 -0.45340 1.34310  -0.656
C10 -3.38990 -1.20010 5.34530  -1.978
H23 -4.15390 -0.11200 2.97600  0.247
C11 5.47400 3.35170 0.15200  -0.372
H24 -2.51760 -5.05860 0.88300  0.340
C12 3.80880 3.03540 1.87390  1.354
C13 -2.41880 -4.72040 5.27950  -1.872
H25 -0.16700 0.50010 -2.30920  -0.290
H26 0.53790 3.64600 0.48970  0.006
C14 -2.74480 2.28190 1.51550  -1.358
H27 1.76920 2.92600 4.56860  0.367
H28 -0.99010 -2.58650 -1.13430  0.056
C15 -1.19360 2.60950 -1.85300  1.290
H29 -2.77210 -4.00850 6.01980  0.315
H30 -1.65340 -5.33670 5.75230  0.525
C16 -4.91390 -0.68170 3.50230  -1.893
H31 -2.99110 -1.93170 6.04190  0.336
C17 -3.34440 -4.41430 0.60650  -1.724
C18 3.13900 2.05500 1.08010  0.203
C19 -1.22710 -5.08490 3.14560  -1.814
C20 -2.24250 2.12390 0.10840  0.162
H32 -1.82040 1.28090 -4.21310  0.243
C21 -5.41830 -2.60890 4.97290  -1.812
C22 -2.78490 1.29960 -0.89350  0.967
H33 2.46510 -1.87360 -0.14670  0.065
H34 -0.78620 -4.63190 2.26200  0.033
C23 -1.83750 -4.01360 4.05190  2.745
H35 -0.24470 -2.60280 3.63260  0.089
H36 -5.64940 -1.02280 2.78190  0.300
H37 -5.98320 -1.93750 5.62050  0.504
H38 -4.28720 0.24960 0.23710  0.029
C24 -0.45200 4.00320 0.18850  -1.265
H39 3.78410 4.10110 3.74890  0.305
C25 3.71310 1.75060 -0.17160  -0.066
H40 -5.41840 -0.00450 4.19320  0.593
H41 2.32350 -1.02810 -2.08450  0.410
H42 1.30640 1.11960 -2.02260  0.078
H43 -0.40230 -1.90740 -3.09300  0.437
H44 1.36250 -1.67710 2.41710  0.316
H45 -4.73610 0.57100 -1.43880  0.459
H46 1.01950 -2.94620 -2.82740  0.311
C26 4.97260 3.66380 1.38420  -0.901
C27 -0.67490 -3.11670 4.48840  -1.793
C28 1.36240 -0.83290 -2.56490  -0.907
H47 5.46460 4.40570 2.00660  0.341
H48 0.05550 -3.60070 0.48230  -0.645
H49 1.23590 -3.97250 -0.79280  0.325
H50 -3.94480 -4.94270 -0.13490  0.538
H51 -6.11210 -3.01850 4.24310  0.311
H52 0.71360 3.42240 -2.40150  0.312
H53 5.24220 2.13720 -1.61240  0.379
C29 -5.37200 -3.19970 1.22680  -2.060
C30 1.80700 -2.37990 0.56180  -0.586
C31 -4.28700 -1.84220 4.28160  2.507
H54 -6.12950 -2.99130 1.97750  0.334
H55 -5.44010 -5.80880 1.67580  0.520
H56 3.23360 0.98610 -0.77060  0.105
H57 -0.43510 -5.61330 3.67750  0.618
C32 -1.25730 2.93150 -0.48870  0.133
C33 3.28880 3.34800 3.14230  -0.938
C34 1.94590 1.37300 1.50010  -0.359
H58 -3.95730 -0.47250 5.92630  0.584
N2 1.19000 -1.42230 1.45400  0.419
H59 -4.04680 -5.99910 2.73070  0.299
H60 -0.96350 4.35810 1.08330  0.387
C35 -4.81830 -5.30160 2.41440  -1.780
N3 0.74220 0.28850 -1.90320  0.255
H61 -5.85210 -3.75200 0.41760  0.609
H62 -2.91080 3.33790 1.74060  0.466
C36 -3.90230 0.30560 -0.77940  -1.368

Computed properties:
relative energy (zero: lowest compared OMol25 entry of this formula, charge and spin): 0.631 eV
spin multiplicity: 1
HOMO: -3.19 eV
largest force on an atom: 0.686 eV/Å
charge: -1
HOMO-LUMO gap: 5.31 eV



# 3
This record from the Open Molecules 2025 dataset describes 10 unconnected molecules or ions with the total composition C36H64Cl4O16S4 in a non-equilibrium geometry. The level of theory is the ωB97M-V functional and the def2-TZVPD basis.

Last column: Mulliken charge in e.
Positions of all 124 atoms, in Å:
H1 -3.13452 3.51308 4.00242  0.424
H2 -3.07350 -3.53535 5.95040  0.352
C1 -1.36163 4.95196 2.07513  -0.640
H3 5.64831 -0.49418 3.32993  0.090
H4 1.85364 -2.72009 -3.05074  -0.351
H5 3.21925 -1.06294 -5.36167  0.224
C2 -0.67107 -1.52816 6.45069  0.277
C3 -1.90794 -0.90539 -5.02588  0.278
H6 -0.07506 -4.15642 -0.22903  0.231
C4 -1.43165 4.87717 3.58176  -0.790
C5 -2.04472 3.52106 4.02153  -0.801
C6 2.52870 -4.45500 -1.71896  -0.371
H7 6.43623 -1.02264 1.88160  0.454
H8 -5.27949 -0.94836 -2.45505  0.382
Cl1 5.32286 -0.03503 -5.37331  -0.218
H9 -0.62167 3.29777 0.65203  -0.079
C7 -1.47307 4.95064 -4.54582  0.382
C8 -2.15281 -3.10612 5.55519  -0.478
H10 -0.61922 -5.69597 -1.06062  0.528
H11 -0.20232 0.84390 -7.67485  0.475
H12 2.90762 -0.74417 -2.79262  -0.439
H13 -1.59403 3.18368 4.95489  0.307
H14 7.28636 1.43951 1.70424  0.256
C9 -2.37706 0.58603 -5.01606  0.565
H15 -1.02018 4.75350 -1.34152  -0.122
C10 -4.75231 -1.54523 -0.43298  -0.347
H16 0.12642 1.47185 -6.06720  0.239
O1 -2.79373 2.00039 2.00099  -0.730
C11 -0.52500 0.80696 -6.63437  -0.701
H17 0.36301 3.57163 2.05320  0.356
H18 -1.98863 2.34449 -6.16172  0.343
H19 -3.56568 -0.87729 -2.19440  -0.618
C12 -1.09662 -0.95742 5.13012  1.085
C13 -0.70202 3.48930 -3.01750  -0.006
H20 -1.44881 0.07128 5.20655  -0.292
O2 -3.38157 -4.56958 -0.52264  -0.562
H21 -5.69892 -3.16621 0.86811  0.483
H22 -2.00545 1.07109 -4.11344  -0.752
C14 -5.53268 -2.86394 -0.16586  -0.946
S1 -0.01192 -4.07782 -2.60341  1.043
C15 5.85619 -0.20059 2.30100  -0.441
C16 -1.03201 -0.39192 0.13606  -0.210
O3 5.56734 1.99941 2.75504  -0.407
O4 -0.51133 -5.01258 -3.53600  -0.787
H23 4.93298 0.63375 0.55096  0.069
H24 -0.38952 4.89717 3.90059  0.291
H25 -4.93408 -3.07929 -3.32655  0.403
H26 1.70511 1.92731 4.45125  -0.138
H27 -2.57244 0.96233 -7.06868  0.329
H28 4.44918 0.75539 7.05212  0.297
H29 -1.49360 2.82662 -2.66771  -0.032
C17 4.06173 1.07663 6.08528  -0.396
H30 -1.74355 -0.13955 0.92227  0.306
C18 -4.24132 -2.84411 -2.51855  -0.466
O5 -1.86776 5.43005 -5.61295  -0.657
C19 -1.90988 1.26148 -6.25651  -0.900
C20 1.84506 1.14263 5.19475  0.923
H31 -1.33897 -1.39261 -0.16806  0.088
S2 -1.59797 2.35679 2.72964  0.989
O6 -5.54811 -5.13986 -1.65779  -0.686
H32 1.98922 -5.65730 0.01909  0.393
H33 4.71713 1.72550 5.50431  0.250
H34 0.85528 0.81131 5.50886  -0.287
H35 -2.73007 5.46056 -2.86290  0.277
S3 -4.64336 -4.13814 -1.15615  1.060
O7 -0.92653 3.79889 -4.42863  -0.228
C21 0.15415 -4.93491 -0.95670  -0.698
H36 2.58644 2.64487 6.46036  0.386
H37 -2.70528 -1.82779 3.81592  0.291
O8 3.90194 0.00254 5.19047  -0.449
Cl2 -1.19240 0.69682 -1.29766  -0.086
H38 -3.29786 -2.97028 -3.04965  0.039
H39 4.18480 -1.94852 -3.10501  0.193
H40 3.37349 -4.96449 -2.18248  0.397
Cl3 1.62369 -0.82543 -0.52867  0.079
O9 0.10741 -1.06455 7.22784  -0.543
H41 -5.31679 -0.69328 -0.05397  0.507
O10 3.31958 2.21889 2.20522  -0.575
O11 -0.68072 -2.78301 -2.49368  -0.243
C22 -2.40135 -1.68702 4.85318  -0.742
H42 3.67415 -0.25843 1.47774  0.007
S4 -0.37059 -0.90463 -5.97832  0.986
H43 -6.50471 -2.92492 -0.65530  0.357
C23 -0.66696 3.60190 1.69776  -0.285
O12 -0.43587 -1.88775 -7.07368  -0.712
C24 1.75257 -3.78567 -2.84477  -0.225
O13 -0.66373 1.35812 3.25059  -0.203
H44 7.26023 1.14505 3.40565  0.351
H45 2.19439 1.17816 7.21724  0.323
O14 2.11740 -1.16406 4.11989  -0.663
C25 -1.71091 5.62398 -3.21322  -0.503
C26 -0.72531 4.83400 -2.38778  -0.236
O15 -1.17517 -2.82681 6.56627  -0.382
C27 2.53870 -0.15642 4.70203  0.642
C28 -4.45449 -1.46487 -1.96445  0.515
H46 -0.28754 -1.18429 4.43584  -0.238
H47 -1.88546 5.74499 4.06036  0.415
H48 1.97689 -4.31544 -3.77058  0.514
C29 4.61547 0.28817 1.53476  0.288
H49 2.97067 -3.67044 -1.10476  0.148
H50 -3.24001 -1.30347 5.43425  0.342
H51 0.60701 0.76813 0.97538  0.157
C30 2.65577 1.56755 6.30972  -0.870
C31 1.61662 -5.43905 -0.98173  -0.898
H52 -3.46051 0.69812 -4.97535  0.527
C32 0.43455 -0.27447 0.70828  -0.660
C33 3.73186 -0.40671 -4.65833  -0.012
H53 0.60879 -0.87117 1.60364  0.270
C34 3.87572 -0.91533 -3.26336  0.323
H54 1.64716 -6.36551 -1.55519  0.330
H55 -3.88542 -1.65974 0.21778  -0.095
H56 -0.71941 5.79564 1.82244  0.429
C35 4.38521 1.59141 2.17006  0.377
H57 -2.37147 5.01231 1.66931  0.322
H58 -2.67536 -1.46763 -5.55791  0.370
H59 -1.71984 -3.67617 4.73319  0.286
H60 -1.45764 6.68235 -3.15164  0.343
H61 -1.69203 -1.30806 -4.03626  -0.546
H62 0.19742 5.41188 -2.33554  0.407
O16 0.75958 -1.00104 -5.05220  -0.466
H63 3.17987 0.52974 -4.73866  0.181
C36 6.63287 1.11679 2.51474  -0.509
H64 0.28844 3.06750 -2.84668  0.355
Cl4 5.07636 0.00461 -2.27574  -0.189

Computed properties:
spin multiplicity: 1
HOMO: -10.12 eV
largest force on an atom: 5.905 eV/Å
HOMO-LUMO gap: 10.09 eV
SMILES string: O=S1(=O)CCCC1.O=S1(=O)CCCC1.O=S1(=O)CCCC1.O=S1(=O)CCCC1.O=C1CCCO1.O=C1CCCO1.O=C1CCCO1.O=C1CCCO1.ClCCCl.ClCCCl